DFT (ωB97M-V with the def2-TZVPD basis set) results for C52H32BaCl4N10O7 as an isolated structure at a distorted geometry.

Atoms and positions in Å:
Ba -0.79 -1.10 0.70
Cl 0.10 7.61 -4.53
C -0.58 6.32 -3.67
C -0.88 6.52 -2.29
C -1.22 5.42 -1.52
C -1.40 4.16 -2.15
C -1.34 4.06 -3.58
C -0.86 5.13 -4.33
C -1.50 2.94 -1.37
C -1.98 1.75 -1.96
C -3.04 1.67 -2.92
C -2.91 0.40 -3.51
C -1.86 -0.24 -2.80
C -1.46 -1.71 -2.92
C -2.13 -2.44 -4.11
C -2.44 -1.90 -5.38
C -3.32 -2.62 -6.17
C -3.81 -3.88 -5.87
Cl -5.32 -4.45 -6.61
C -3.21 -4.54 -4.80
C -2.50 -3.77 -3.86
C 0.13 -1.83 -2.97
N 0.93 -1.24 -2.09
C 2.20 -1.76 -2.26
C 3.28 -1.67 -1.27
C 4.46 -2.58 -1.51
C 4.33 -3.97 -1.27
C 5.31 -4.91 -1.57
C 6.48 -4.50 -2.21
Cl 7.64 -5.60 -2.85
C 6.72 -3.13 -2.30
C 5.69 -2.18 -2.05
C 3.13 -0.86 -0.06
C 4.13 -0.85 0.98
C 3.82 0.15 1.87
C 2.56 0.76 1.38
N 2.13 0.04 0.29
C 1.96 1.91 1.97
C 0.75 2.41 1.40
C -0.27 3.24 2.17
C -1.35 3.38 1.16
C -0.93 2.85 -0.03
N 0.25 2.05 0.23
C 2.51 2.49 3.26
C 2.74 1.69 4.38
C 3.38 2.16 5.54
C 3.73 3.52 5.61
Cl 4.58 4.10 7.06
C 3.43 4.36 4.55
C 2.87 3.84 3.37
C 2.20 -2.55 -3.48
C 0.88 -2.58 -3.93
N -1.39 0.52 -1.80
H -0.69 7.49 -1.87
H -1.34 5.52 -0.46
H -1.50 3.12 -4.07
H -0.63 5.04 -5.38
H -3.79 2.45 -3.14
H -3.51 -0.07 -4.28
H -2.14 -0.90 -5.62
H -3.73 -2.21 -7.09
H -3.40 -5.60 -4.67
H -2.32 -4.19 -2.90
H 3.40 -4.32 -0.82
H 5.16 -5.97 -1.41
H 7.70 -2.78 -2.65
H 5.84 -1.14 -2.29
H 4.94 -1.57 0.98
H 4.42 0.47 2.70
H 0.15 4.24 2.45
H -2.34 3.83 1.34
H 2.44 0.66 4.37
H 3.59 1.52 6.39
H 3.66 5.42 4.68
H 2.71 4.56 2.56
H 3.04 -3.05 -3.94
H 0.50 -3.05 -4.84
O -0.20 -0.07 7.78
C -0.38 -0.24 6.42
C -0.33 -1.52 5.87
C -0.47 -1.66 4.49
N -0.75 -0.63 3.67
C -1.02 0.51 4.31
C -0.66 0.84 5.60
C -1.55 1.75 3.63
O -0.46 2.54 3.40
O -2.70 2.08 3.37
C -0.25 -3.01 3.85
O 0.05 -3.89 4.67
O -0.42 -3.08 2.58
H 0.22 -0.90 8.10
H -0.17 -2.41 6.45
H -0.63 1.86 5.98
N -3.11 -0.45 1.84
N -4.52 -0.56 1.51
C -4.95 -1.67 0.90
N -6.24 -1.91 0.74
N -3.99 -2.63 0.72
N -4.19 -3.47 -0.37
O -5.16 -3.24 -1.13
O -1.79 -2.24 -1.75
H -3.00 -1.03 2.69
H -2.93 0.56 1.99
H -5.21 0.04 1.97
H -6.78 -1.05 0.76
H -6.43 -2.58 -0.01

* total charge: -2
* HOMO energy (spin up / spin down): -0.789 / -0.797 eV
* lowest unoccupied orbital energy (spin up / spin down): 0.105 / 0.104 Eh
* HOMO-LUMO gap (spin up / spin down): 3.65 / 3.63 eV

=====

DFT (ωB97M-V with the def2-TZVPD basis set) results for C52H37F5N4O3P2PdSSe as an isolated structure at a distorted geometry.

Atoms and positions in Å:
Pd 0.00 0.11 0.19
N -5.61 -0.64 -6.73
C -4.39 -0.44 -6.03
C -3.78 0.81 -6.03
C -2.57 0.99 -5.37
C -1.97 -0.06 -4.70
C -2.58 -1.31 -4.71
C -3.78 -1.50 -5.38
S -0.36 0.12 -3.93
O 0.12 -1.24 -3.86
O 0.34 1.05 -4.78
N -0.50 0.64 -2.43
C -0.81 1.92 -2.19
N -0.49 2.36 -0.93
C -0.79 3.61 -0.64
C -1.41 4.48 -1.52
C -1.71 3.94 -2.76
N -1.43 2.70 -3.11
H -6.17 0.20 -6.78
H -6.15 -1.41 -6.37
H -4.24 1.63 -6.55
H -2.08 1.95 -5.36
H -2.09 -2.13 -4.21
H -4.25 -2.48 -5.38
H -0.51 3.93 0.36
H -1.63 5.50 -1.26
H -2.22 4.54 -3.52
O -2.38 -0.08 3.22
C -1.63 -0.47 4.30
C -2.16 -1.09 5.42
C -1.35 -1.36 6.51
C -0.01 -1.01 6.48
C 0.52 -0.44 5.33
C -0.26 -0.16 4.21
P 0.44 0.37 2.55
C 0.82 2.13 2.94
C 1.39 2.89 1.92
C 1.66 4.23 2.09
C 1.32 4.87 3.28
C 0.72 4.14 4.29
C 0.48 2.78 4.13
C 2.11 -0.39 2.80
C 2.30 -1.68 2.31
C 3.50 -2.34 2.49
C 4.55 -1.70 3.14
C 4.38 -0.41 3.62
C 3.17 0.24 3.45
C -3.58 -0.69 2.89
C -4.70 -0.53 3.69
C -5.91 -1.06 3.29
C -6.00 -1.72 2.06
C -4.89 -1.81 1.25
C -3.65 -1.30 1.64
P -2.16 -1.12 0.50
C -2.18 -2.70 -0.44
C -2.83 -3.88 -0.09
C -2.64 -5.05 -0.83
C -1.81 -5.04 -1.94
C -1.15 -3.87 -2.29
C -1.32 -2.72 -1.54
C -3.17 -0.01 -0.57
C -3.88 -0.40 -1.70
C -4.70 0.51 -2.37
C -4.82 1.81 -1.92
C -4.11 2.21 -0.79
C -3.29 1.31 -0.13
H -3.21 -1.37 5.45
H -1.77 -1.84 7.38
H 0.64 -1.22 7.33
H 1.58 -0.22 5.29
H 1.60 2.40 0.97
H 2.12 4.79 1.28
H 1.51 5.93 3.41
H 0.44 4.63 5.22
H 0.03 2.23 4.94
H 1.50 -2.14 1.74
H 3.64 -3.33 2.07
H 5.50 -2.21 3.26
H 5.21 0.10 4.11
H 3.06 1.26 3.80
H -4.64 0.05 4.61
H -6.79 -0.94 3.91
H -6.95 -2.12 1.73
H -4.98 -2.24 0.26
H -3.48 -3.91 0.78
H -3.15 -5.96 -0.53
H -1.66 -5.95 -2.51
H -0.48 -3.84 -3.15
H -0.76 -1.83 -1.81
H -3.79 -1.41 -2.07
H -5.22 0.19 -3.26
H -5.44 2.52 -2.45
H -4.17 3.24 -0.44
H -2.70 1.63 0.72
F 8.24 1.32 -1.46
C 6.96 0.90 -1.36
C 6.15 1.36 -0.34
F 6.65 2.22 0.57
C 4.84 0.92 -0.24
F 4.14 1.42 0.78
C 4.24 0.04 -1.14
Se 2.46 -0.59 -1.10
C 5.11 -0.40 -2.16
F 4.69 -1.27 -3.09
C 6.42 0.01 -2.27
F 7.20 -0.44 -3.27

* total charge: -2
* HOMO energy: -0.696 eV
* lowest unoccupied orbital energy: 0.145 Eh
* HOMO-LUMO gap: 4.65 eV

=====

DFT (ωB97M-V with the def2-TZVPD basis set) results for C52H38BClN10O2PbSi as an isolated structure.

Atoms and positions in Å:
Pb 0.09 0.12 0.12
C -2.40 5.36 -3.59
C -2.82 5.77 -2.31
C -2.37 5.13 -1.18
C -1.50 4.05 -1.34
C -0.87 3.19 -0.38
N -0.13 2.23 -1.08
C -0.24 2.47 -2.38
N 0.58 0.22 -3.05
C 1.77 -0.36 -2.54
C 2.89 -0.77 -3.28
C 3.22 -0.73 -4.66
C 4.44 -1.21 -5.04
C 5.35 -1.74 -4.08
C 5.05 -1.79 -2.75
C 3.79 -1.30 -2.33
C 3.17 -1.18 -1.07
N 3.75 -1.58 0.11
C 3.32 -1.52 1.28
N 2.00 -0.99 1.75
C 2.31 -0.43 3.07
N 1.77 0.54 3.67
C 0.91 1.50 3.18
N 0.45 1.68 1.94
C -0.29 2.87 1.92
N -0.90 3.44 0.91
C -0.31 3.42 3.25
C -0.88 4.57 3.79
C -0.66 4.83 5.13
C 0.11 3.96 5.93
C 0.68 2.83 5.40
C 0.45 2.56 4.04
C 3.48 -1.17 3.57
C 3.97 -1.28 4.87
C 5.09 -2.06 5.06
C 5.71 -2.70 3.98
C 5.23 -2.57 2.69
C 4.09 -1.80 2.50
N 1.94 -0.60 -1.24
C -1.09 3.62 -2.62
C -1.53 4.31 -3.76
H -2.76 5.90 -4.46
H -3.51 6.61 -2.21
H -2.67 5.44 -0.18
H 2.52 -0.34 -5.39
H 4.72 -1.20 -6.08
H 6.31 -2.12 -4.43
H 5.74 -2.21 -2.03
H -1.46 5.24 3.17
H -1.09 5.72 5.57
H 0.26 4.20 6.97
H 1.28 2.16 6.00
H 3.48 -0.77 5.69
H 5.50 -2.19 6.06
H 6.59 -3.31 4.16
H 5.70 -3.06 1.85
H -1.21 4.03 -4.75
O 1.21 -3.38 1.55
B 1.04 -2.07 1.93
O -0.19 -1.85 2.54
C -0.79 -3.10 2.56
C -2.00 -3.45 3.10
C -2.35 -4.79 3.01
C -1.50 -5.72 2.40
C -0.27 -5.34 1.86
C 0.05 -4.01 1.96
H -2.64 -2.72 3.58
H -3.29 -5.12 3.42
H -1.81 -6.76 2.34
H 0.40 -6.05 1.40
Cl -3.53 2.52 4.50
C -3.56 2.09 2.82
C -4.33 2.80 1.92
C -4.29 2.42 0.59
C -3.47 1.37 0.22
N -2.73 0.68 1.09
C -2.78 1.04 2.37
H -4.94 3.63 2.25
H -4.86 2.96 -0.16
H -3.39 1.07 -0.82
H -2.16 0.48 3.07
C -2.63 -3.23 -3.85
Si -1.80 -2.89 -2.22
C -3.08 -2.56 -0.91
C -0.78 -4.36 -1.71
N -0.69 -1.56 -2.31
C -0.62 -0.47 -2.97
C 0.61 1.67 -3.35
C 0.36 1.91 -4.82
C -0.74 1.51 -5.45
C -1.86 0.84 -4.78
C -1.81 0.08 -3.69
H -2.94 -4.28 -3.91
H -1.95 -3.03 -4.69
H -3.53 -2.61 -3.99
H -3.63 -3.47 -0.67
H -3.81 -1.80 -1.23
H -2.62 -2.19 0.01
H -1.40 -5.16 -1.28
H -0.05 -4.05 -0.96
H -0.23 -4.77 -2.56
H 1.64 1.95 -3.14
H 1.15 2.41 -5.37
H -0.85 1.72 -6.50
H -2.83 0.99 -5.24
H -2.74 -0.34 -3.32

* HOMO energy (spin up / spin down): -6.346 / -6.408 eV
* lowest unoccupied orbital energy (spin up / spin down): -0.046 / -0.047 Eh
* HOMO-LUMO gap (spin up / spin down): 5.09 / 5.14 eV

=====

DFT (ωB97M-V with the def2-TZVPD basis set) results for a 3-piece molecular cluster, C52H40FNO9 overall at a distorted geometry.

Atoms and positions in Å:
C 6.30 -1.82 -0.63
C 7.31 -1.78 -1.96
C 6.57 -1.25 -3.33
N 7.15 0.06 -3.88
C 5.88 0.90 -4.17
C 5.00 0.36 -5.48
C 3.61 1.15 -5.84
C 3.17 2.41 -4.89
C 4.06 2.99 -3.61
C 5.45 2.20 -3.25
C 6.35 2.69 -1.97
C 5.75 2.23 -0.50
C 6.45 3.27 0.60
F 7.92 3.15 0.41
C 3.47 4.29 -2.75
O 4.21 5.32 -2.34
C 1.82 4.24 -2.48
C 1.11 4.71 -1.06
C -0.55 4.52 -0.98
C -1.43 3.90 -2.25
C -3.06 3.67 -2.16
C -3.27 2.32 -1.20
O -3.18 2.48 0.15
O -3.54 0.98 -1.75
C -2.38 0.08 -1.62
C -1.65 -0.39 -0.23
O -1.88 -0.46 -2.77
C -0.71 3.49 -3.67
C 0.92 3.66 -3.77
C 1.74 3.23 -5.17
O 1.30 3.54 -6.40
H 6.75 -1.18 0.26
H 6.22 -2.93 -0.21
H 5.21 -1.48 -0.88
H 7.60 -2.92 -2.16
H 8.27 -1.15 -1.68
H 6.49 -2.09 -4.16
H 5.43 -1.03 -3.02
H 7.68 0.47 -3.08
H 5.32 -0.57 -6.14
H 2.94 0.81 -6.76
H 6.36 3.88 -1.98
H 7.47 2.36 -2.00
H 6.18 1.15 -0.21
H 4.58 2.26 -0.43
H 6.09 3.06 1.70
H 6.15 4.37 0.25
H 1.76 5.15 -0.16
H -1.12 4.83 0.00
H -3.67 4.60 -1.78
H -3.44 3.32 -3.24
H -0.47 -0.41 -0.38
H -1.94 -1.52 0.03
H -1.92 0.25 0.71
H -1.27 3.04 -4.61
O -3.75 -8.93 -2.02
C -3.25 -7.88 -1.63
C -3.35 -6.65 -2.43
C -4.04 -6.68 -3.65
C -4.18 -5.51 -4.40
C -3.62 -4.31 -3.94
C -2.92 -4.29 -2.74
C -2.77 -5.46 -1.99
C -2.01 -5.43 -0.72
O -1.46 -4.40 -0.36
C -1.92 -6.66 0.10
C -1.23 -6.63 1.31
C -1.17 -7.78 2.11
C -1.81 -8.95 1.69
C -2.49 -8.98 0.47
C -2.54 -7.84 -0.33
H -4.48 -7.60 -4.01
H -4.72 -5.53 -5.34
H -3.74 -3.40 -4.52
H -2.48 -3.36 -2.38
H -0.74 -5.72 1.65
H -0.64 -7.76 3.06
H -1.77 -9.84 2.32
H -2.97 -9.90 0.15
O -4.69 4.82 7.81
C -4.38 3.94 7.03
C -3.73 2.71 7.52
C -3.49 2.54 8.89
C -2.91 1.37 9.36
C -2.57 0.35 8.47
C -2.79 0.51 7.10
C -3.36 1.70 6.62
C -3.58 1.87 5.17
O -3.21 1.01 4.38
C -4.25 3.09 4.69
C -4.49 3.25 3.31
C -5.15 4.39 2.85
C -5.57 5.37 3.75
C -5.32 5.22 5.11
C -4.65 4.08 5.58
H -3.76 3.33 9.59
H -2.73 1.24 10.43
H -2.13 -0.58 8.84
H -2.52 -0.28 6.41
H -4.16 2.49 2.61
H -5.34 4.51 1.78
H -6.10 6.25 3.38
H -5.65 5.99 5.81

* HOMO energy: -8.459 eV
* lowest unoccupied orbital energy: -0.063 Eh
* HOMO-LUMO gap: 6.73 eV

=====

Computed energy (eV) in order:
-134457.0767; -178455.0854; -99866.2698; -77184.2488